# 1
{"formula": "C9H21FN", "method": "ωB97M-V/def2-TZVPD", "elements": ["C", "C", "C", "C", "C", "C", "C", "C", "C", "N", "F", "H", "H", "H", "H", "H", "H", "H", "H", "H", "H", "H", "H", "H", "H", "H", "H", "H", "H", "H", "H", "H"], "coordinates": [[-3.5651, 0.1327, -0.6322], [-2.0532, 0.1021, -2.6131], [2.5051, -1.0007, 1.6739], [0.9197, 0.7108, 2.5508], [0.7704, -1.3358, -1.2826], [-1.1058, 0.0598, -0.2039], [-2.2841, -0.4205, -1.1942], [1.8357, 0.2800, 1.4493], [0.2899, -0.0624, -0.6762], [2.7802, 1.3802, 0.9816], [0.8497, 1.1150, -1.1233], [-3.5397, -0.1310, 0.4106], [-3.6769, 1.1901, -0.8267], [-4.2680, -0.2742, -1.2762], [-2.8855, -0.0851, -3.2562], [-1.1736, -0.1892, -3.0414], [-2.0114, 1.1831, -2.4787], [3.1463, -1.2806, 0.8780], [1.8274, -1.8715, 1.7875], [3.1076, -1.0633, 2.5407], [0.5199, 1.7932, 2.6153], [1.4592, 0.6000, 3.5130], [-0.1374, 0.3202, 2.3269], [0.0373, -1.7294, -2.0421], [0.8264, -2.2007, -0.5203], [1.6163, -1.2329, -1.9369], [-1.4340, 1.0380, 0.1452], [-1.0947, -0.6113, 0.7357], [-2.2382, -1.5391, -1.1526], [2.3039, 2.4045, 1.1440], [3.0081, 1.2187, -0.0097], [3.6643, 1.4996, 1.5137]], "mulliken_charge": [-1.71, -1.53, -1.72, -1.18, -1.53, -1.30, 0.63, 0.56, 1.28, -0.28, -0.38, 0.44, 0.39, 0.50, 0.42, 0.44, 0.36, 0.47, 0.34, 0.45, 0.37, 0.37, 0.16, 0.39, 0.25, 0.46, 0.49, 0.38, 0.33, 0.42, 0.37, 0.37], "charge": 1, "largest_force_ev_per_a": 3.567, "e_tot_ev": -13870.7197}


# 2
{"formula": "C28H40NOSi", "method": "ωB97M-V/def2-TZVPD", "elements": ["C", "O", "C", "C", "C", "C", "C", "C", "C", "C", "C", "C", "C", "C", "C", "C", "H", "H", "H", "H", "H", "H", "H", "H", "H", "H", "H", "H", "H", "H", "H", "C", "C", "C", "Si", "C", "C", "C", "C", "C", "C", "N", "C", "C", "C", "C", "H", "H", "H", "H", "H", "H", "H", "H", "H", "H", "H", "H", "H", "H", "H", "H", "H", "H", "H", "H", "H", "H", "H", "H", "H"], "coordinates": [[6.2822, -1.3838, -3.1979], [6.0036, 0.0401, -3.2635], [4.7154, 0.4388, -3.1234], [4.4411, 1.8286, -3.2493], [3.1457, 2.2740, -3.1985], [2.0448, 1.3745, -3.0004], [0.7266, 1.8737, -3.0423], [-0.4744, 1.1318, -3.1598], [-1.7110, 1.8223, -2.9650], [-2.9208, 1.1523, -2.9636], [-2.9700, -0.2402, -3.1428], [-4.2835, -0.9544, -3.1147], [-1.7752, -0.9299, -3.3887], [-0.5661, -0.2570, -3.4882], [2.3682, 0.0169, -2.7146], [3.6558, -0.4614, -2.8551], [7.3671, -1.4313, -3.2844], [5.9548, -1.8219, -2.2423], [5.8061, -1.9224, -4.0318], [5.2784, 2.5068, -3.4067], [2.9219, 3.3342, -3.3276], [0.6302, 2.9578, -3.0639], [-1.6741, 2.9045, -2.8219], [-3.8550, 1.7018, -2.8216], [-4.1324, -2.0369, -3.0902], [-4.8758, -0.6659, -2.2376], [-4.8909, -0.7214, -4.0000], [-1.8140, -2.0137, -3.5256], [0.3127, -0.7929, -3.8433], [1.5991, -0.6797, -2.3851], [3.8601, -1.5318, -2.7611], [-0.4445, -3.2250, 2.9411], [-0.7608, -2.1907, 1.8484], [0.1914, -2.3738, 0.6661], [-0.9306, -0.4126, 2.4981], [-2.6730, 0.2429, 2.1039], [-3.5887, -0.7927, 1.4308], [-2.7013, 1.5633, 1.3252], [-0.6234, -0.3900, 4.3774], [-1.8592, -0.0159, 5.2111], [0.5984, 0.4285, 4.8106], [0.2525, 0.7753, 1.7530], [0.2988, 2.1138, 2.1608], [1.2642, 2.7935, 1.4237], [1.8646, 1.8495, 0.5560], [1.2226, 0.6362, 0.7581], [-0.4408, -4.2324, 2.5005], [0.5454, -3.0490, 3.3844], [-1.1943, -3.2194, 3.7419], [-1.7718, -2.4165, 1.4767], [0.1205, -3.4056, 0.2892], [-0.0536, -1.7031, -0.1685], [1.2323, -2.2085, 0.9770], [-3.0921, 0.4442, 3.1032], [-4.6034, -0.3781, 1.3370], [-3.2359, -1.0449, 0.4192], [-3.6689, -1.7189, 2.0143], [-3.7497, 1.8552, 1.1631], [-2.2160, 2.3790, 1.8726], [-2.2266, 1.4671, 0.3384], [-0.3928, -1.4418, 4.6080], [-1.6328, -0.1487, 6.2799], [-2.1505, 1.0336, 5.0609], [-2.7241, -0.6520, 4.9802], [0.8083, 0.2107, 5.8682], [1.4976, 0.1705, 4.2392], [0.4198, 1.5072, 4.7230], [-0.3549, 2.4829, 2.9471], [1.5245, 3.8338, 1.5549], [2.6665, 2.0281, -0.1413], [1.4119, -0.3089, 0.2774]], "mulliken_charge": [-0.79, -0.43, 1.00, -0.82, -0.74, 0.69, -0.50, 0.89, -0.94, -0.57, 1.07, -1.60, -0.76, -0.69, -0.07, -0.81, 0.25, 0.34, 0.36, 0.47, 0.41, 0.36, 0.40, 0.43, 0.38, 0.35, 0.39, 0.38, 0.82, 0.27, 0.40, -1.92, 1.33, -1.74, -1.04, 1.26, -1.94, -1.63, 0.98, -1.73, -1.59, 1.25, -0.56, -1.37, -0.61, -0.44, 0.48, 0.38, 0.39, 0.21, 0.55, 0.19, 0.37, 0.44, 0.51, 0.33, 0.36, 0.54, 0.34, 0.24, 0.30, 0.44, 0.33, 0.37, 0.47, 0.31, 0.32, 0.67, 0.46, 0.58, 0.19], "charge": 1, "e_above_lowest_kcal_mol": 0.0, "largest_force_ev_per_a": 1.598}


# 3
{"formula": "C4H2O", "method": "ωB97M-V/def2-TZVPD", "elements": ["C", "C", "C", "C", "O", "H", "H"], "coordinates": [[-1.6043, 0.1479, -0.0870], [-0.3875, -0.0636, 0.2779], [0.8951, -0.1875, 0.1607], [2.1508, 0.0061, 0.0387], [3.3141, 0.1352, -0.0475], [-2.4830, 0.4434, 0.4777], [-1.8851, -0.4815, -0.8204]], "mulliken_charge": [-0.91, 0.23, -0.07, 0.59, -0.43, 0.30, 0.27], "smiles": "C=C=C=C=O", "e_above_lowest_kcal_mol": 16.5, "largest_force_ev_per_a": 3.707}